Here is C42H42CdO2P2 as an isolated structure at a distorted geometry from the Open Molecules 2025 dataset. Energies are from wB97M-V/def2-TZVPD.

The HOMO-LUMO gap (spin up / spin down) comes out at 4.62 / 4.39 eV. The net charge is 0. The calculation puts the HOMO energy (spin up / spin down) at -0.1666 / -0.1585 Ha. Its LUMO energy (spin up / spin down) is 0.089 / 0.080 eV.

```
89
Properties=species:S:1:pos:R:3:mulliken_charge:R:1
Cd -0.94 2.15 -2.01 0.17
C -2.27 1.31 -3.61 -1.13
C -2.13 -0.06 -3.36 0.20
C -1.18 -0.99 -4.01 -0.39
C 0.19 -0.35 -4.27 -1.31
C 0.66 0.60 -3.20 1.62
C 0.68 1.96 -3.33 -1.43
C -0.22 2.76 -4.30 -0.66
C -1.55 2.05 -4.73 -1.34
C 2.14 -0.45 2.35 -0.91
H -3.24 1.72 -3.35 0.75
H -2.89 -0.55 -2.75 0.61
H -1.61 -1.33 -4.97 0.44
H -1.07 -1.92 -3.41 0.16
H 0.91 -1.18 -4.40 0.51
H 0.16 0.16 -5.24 0.33
H 1.27 0.10 -2.43 -0.31
H 1.46 2.53 -2.78 0.40
H 0.32 3.11 -5.18 0.41
H -0.48 3.70 -3.76 0.16
H -2.25 2.86 -5.01 0.33
H -1.40 1.40 -5.61 0.31
H 1.65 0.49 2.63 -0.19
H 3.04 -0.65 2.95 0.61
H 1.44 -1.28 2.51 0.34
P -1.67 -0.86 0.78 1.39
P 2.50 -0.40 0.59 2.16
C -0.22 -1.11 -0.27 -0.28
C 1.16 -1.18 -0.27 -0.98
C -2.61 -2.37 0.82 -0.48
C -2.76 -3.14 -0.35 0.12
C -3.62 -4.26 -0.36 -0.74
C -4.30 -4.61 0.81 -0.48
C -4.13 -3.86 1.97 -0.75
C -3.29 -2.75 1.98 -0.31
C -2.85 0.41 0.24 0.92
C -2.40 1.58 -0.47 2.19
C -3.25 2.74 -0.48 -1.20
C -4.63 2.48 -0.59 -0.43
C -5.09 1.16 -0.49 -0.69
C -4.22 0.14 -0.09 -0.31
C 4.03 -1.41 0.39 0.16
C 3.97 -2.81 0.52 -0.49
C 5.14 -3.59 0.55 -0.68
C 6.38 -2.97 0.41 -0.40
C 6.46 -1.58 0.26 -0.75
C 5.30 -0.81 0.26 -0.29
C 2.93 1.23 -0.02 0.40
C 2.55 2.35 0.73 -0.59
C 2.79 3.63 0.25 -0.71
C 3.39 3.81 -1.00 -0.36
C 3.78 2.70 -1.75 -0.99
C 3.56 1.41 -1.27 -0.10
H -0.61 -1.51 -1.21 -0.46
H 1.60 -1.74 -1.11 0.74
H -2.24 -2.88 -1.27 0.28
H -3.73 -4.84 -1.28 0.40
H -4.94 -5.49 0.81 0.38
H -4.66 -4.15 2.89 0.40
H -3.18 -2.15 2.89 0.26
H -2.44 1.07 -1.50 -1.99
H -2.85 3.75 -0.57 0.44
H -5.33 3.30 -0.72 0.36
H -6.16 0.95 -0.68 0.36
H -4.64 -0.87 0.00 0.31
H 2.99 -3.29 0.61 0.37
H 5.07 -4.66 0.69 0.39
H 7.29 -3.57 0.43 0.38
H 7.43 -1.10 0.15 0.39
H 5.37 0.28 0.16 0.31
H 2.07 2.22 1.70 0.19
H 2.52 4.50 0.86 0.41
H 3.57 4.81 -1.39 0.39
H 4.26 2.83 -2.72 0.37
H 3.90 0.54 -1.84 0.42
O -1.19 -0.58 2.30 0.08
C -0.82 0.71 2.77 0.16
O -0.62 1.67 2.04 -0.56
C -0.68 0.65 4.24 0.53
C 0.02 1.69 4.89 -0.40
C 0.28 1.61 6.26 -0.78
C -0.17 0.49 6.98 -0.30
C -0.88 -0.54 6.35 -0.75
C -1.12 -0.47 4.97 0.07
H 0.33 2.55 4.30 0.45
H 0.83 2.41 6.76 0.38
H 0.03 0.41 8.04 0.37
H -1.22 -1.43 6.90 0.39
H -1.66 -1.26 4.45 0.28
```